(1)
ORCA calculation (wB97M-V/def2-TZVPD) on C26H45MnO3S2Si3 as an isolated structure.

```
80
Properties=species:S:1:pos:R:3:forces:R:3:mulliken_spin:R:1
Mn 0.378 -0.095 0.200 0.0 0.1 0.0 4.706
C 3.688 -1.058 -0.165 0.0 0.0 0.0 0.015
O 2.551 -0.207 -0.241 0.0 -0.1 0.0 0.025
Si 2.663 1.497 -0.525 0.1 0.1 0.0 -0.027
C 3.324 1.692 -2.262 0.0 0.0 0.0 0.003
C 4.042 2.107 0.579 0.0 0.0 0.0 0.004
C 0.937 1.962 -0.159 -0.1 0.0 -0.1 0.073
Si -0.052 2.575 -1.604 0.0 0.0 0.0 -0.017
C -0.289 1.156 -2.844 0.0 0.0 0.0 0.074
C 0.716 4.034 -2.499 0.0 0.0 0.0 0.002
C -1.795 3.128 -1.179 0.0 0.0 0.0 0.003
Si 0.631 2.547 1.571 0.0 0.0 0.1 -0.032
C 1.155 1.131 2.742 0.0 0.0 0.0 0.039
C 1.542 4.094 2.100 0.0 0.0 0.0 0.006
C -1.173 2.844 1.987 -0.1 0.0 0.0 0.003
H 4.208 -1.098 -1.125 0.0 0.0 0.0 0.001
H 3.367 -2.066 0.092 0.0 0.0 0.0 0.000
H 4.379 -0.710 0.605 0.0 0.0 0.0 0.003
H 4.215 1.067 -2.370 0.0 0.0 0.0 0.001
H 3.640 2.722 -2.434 0.0 0.0 0.0 0.000
H 2.625 1.419 -3.051 0.0 0.0 0.0 -0.002
H 4.990 1.654 0.275 0.0 0.0 0.0 0.000
H 3.899 1.907 1.641 0.0 0.0 0.0 -0.001
H 4.154 3.186 0.455 0.0 0.0 0.0 0.000
H 0.635 0.606 -3.041 0.0 0.0 0.0 -0.014
H -0.665 1.524 -3.802 0.0 0.0 0.0 0.000
H -1.033 0.452 -2.455 0.0 0.0 0.0 -0.010
H 1.656 3.799 -2.997 0.0 0.0 0.0 0.000
H 0.904 4.849 -1.796 0.0 0.0 0.0 0.000
H 0.024 4.408 -3.258 0.0 0.0 0.0 0.000
H -2.348 2.404 -0.578 0.0 0.0 0.0 -0.001
H -2.341 3.274 -2.115 0.0 0.0 0.0 0.000
H -1.804 4.082 -0.650 0.0 0.0 0.0 0.000
H 2.181 0.792 2.578 0.0 0.0 0.0 0.015
H 0.512 0.235 2.701 0.0 0.0 -0.1 0.004
H 1.082 1.468 3.780 0.0 0.0 0.0 0.003
H 2.625 3.986 2.086 0.1 0.0 0.0 -0.001
H 1.245 4.384 3.110 0.0 0.0 0.0 0.001
H 1.283 4.919 1.431 0.0 0.0 0.0 0.000
H -1.822 2.016 1.695 0.0 0.0 0.0 0.005
H -1.562 3.753 1.527 0.0 0.0 0.0 0.000
H -1.257 2.963 3.071 0.0 0.0 0.0 0.001
O -1.720 -0.258 0.076 0.0 -0.2 -0.1 -0.063
S -3.224 -0.363 0.197 -0.1 0.1 0.0 0.003
C -3.630 -2.103 -0.101 0.0 0.0 0.0 0.005
C -2.643 -3.081 0.538 0.0 0.0 0.0 -0.002
C -1.773 -3.772 -0.513 0.0 0.0 0.0 0.001
C -0.583 -4.502 0.100 0.0 0.0 0.0 0.004
S 0.897 -3.473 0.260 0.0 0.1 0.1 0.010
O 0.367 -2.118 0.701 0.1 -0.1 0.0 0.048
C 1.375 -3.318 -1.445 0.0 0.0 -0.1 -0.010
C 0.927 -2.280 -2.250 0.0 -0.1 0.0 0.087
C 1.383 -2.193 -3.555 0.0 0.0 0.0 0.023
C 2.273 -3.141 -4.044 0.0 0.0 0.0 -0.001
C 2.718 -4.174 -3.232 0.0 0.0 0.0 0.001
C 2.278 -4.260 -1.919 0.0 0.0 0.0 -0.002
C -3.584 -0.283 1.939 0.0 0.0 0.0 -0.005
C -2.594 -0.522 2.878 0.0 0.0 0.0 0.018
C -2.913 -0.437 4.226 0.0 0.0 0.0 0.003
C -4.205 -0.116 4.615 0.0 0.0 0.0 0.000
C -5.186 0.132 3.662 0.0 0.0 0.0 0.000
C -4.877 0.058 2.314 0.0 0.0 0.0 -0.003
H -3.659 -2.201 -1.188 0.0 0.0 0.0 0.001
H -4.653 -2.208 0.264 0.0 0.0 0.0 0.000
H -3.188 -3.825 1.120 0.0 0.0 0.0 0.000
H -1.996 -2.551 1.236 0.0 0.0 0.0 0.001
H -1.425 -3.032 -1.235 0.0 0.0 0.0 0.001
H -2.372 -4.486 -1.082 0.0 0.0 0.0 0.001
H -0.258 -5.369 -0.479 0.0 0.0 0.0 0.000
H -0.796 -4.841 1.116 0.0 0.0 0.0 0.000
H 0.225 -1.542 -1.881 0.0 0.0 0.0 -0.015
H 1.040 -1.385 -4.188 0.0 0.0 0.0 0.003
H 2.629 -3.068 -5.063 0.0 0.0 0.0 0.000
H 3.420 -4.903 -3.613 0.0 0.0 0.0 0.000
H 2.644 -5.044 -1.265 0.0 0.0 0.0 0.000
H -1.589 -0.759 2.560 0.0 0.0 0.0 0.009
H -2.149 -0.618 4.970 0.0 0.0 0.0 0.000
H -4.449 -0.045 5.666 0.0 0.0 0.0 0.000
H -6.187 0.400 3.970 0.0 0.0 0.0 0.000
H -5.630 0.278 1.566 0.0 0.0 0.0 0.000
```
Forces are in eV/Å.

Computed properties:
E_LUMO (alpha / beta): -2.25 / -2.26 eV
Orbital gap (alpha / beta): 7.9536 / 8.4938 eV
HOMO (alpha / beta): -0.37485 / -0.39507 Eh
Charge: +1
<S²>: 8.76
2S+1: 6

(2)
ORCA calculation (wB97M-V/def2-TZVPD) on C26H46Br2Cl10IN3O3P as an isolated structure.

```
92
Properties=species:S:1:pos:R:3:forces:R:3:lowdin_charge:R:1
C -0.209 -0.906 6.978 -0.3 -1.1 -4.1 0.045
C -0.266 -1.521 5.588 0.7 0.2 4.7 -0.115
C 0.066 -0.680 4.205 -4.0 -2.1 1.4 -0.334
O 1.035 0.277 4.741 -1.8 4.4 -0.8 -0.073
C 0.535 1.638 4.882 -4.3 5.6 -1.9 -0.112
N -0.084 2.799 4.801 5.8 -10.6 0.9 0.162
C -1.413 -0.263 3.685 -1.9 1.5 -0.6 -0.094
C -1.619 -0.772 2.102 -1.6 2.5 1.3 -0.398
C -3.204 -0.947 1.729 -0.7 1.6 -0.7 -0.254
C -3.671 0.509 1.043 -3.7 1.2 3.0 -0.154
N -4.779 1.188 1.561 5.3 -2.9 -2.7 0.067
N -0.702 -2.014 2.119 -2.3 1.6 -0.1 -0.625
I -2.010 -3.378 3.041 0.0 -1.0 2.4 1.337
P -0.536 -2.930 0.553 1.8 -2.3 -3.1 0.683
O -1.614 -4.297 0.509 0.6 1.9 -1.6 -0.545
Br -1.260 -1.605 -1.196 -0.1 -0.5 1.2 0.373
C 0.529 -1.527 2.831 4.4 1.8 1.8 -0.331
C 1.309 -0.240 2.081 -0.5 1.8 -1.1 -0.109
O 1.404 -0.343 0.622 0.7 0.2 1.6 -0.253
C 2.541 0.402 0.065 0.8 0.8 -2.4 -0.190
C 2.099 1.495 -1.120 1.1 -0.2 0.3 -0.199
C 1.510 0.786 -2.475 0.8 0.8 -0.2 -0.151
C 1.806 -2.476 3.164 1.5 0.5 -0.5 -0.585
Br 1.475 -4.191 4.129 -0.3 0.8 -0.3 0.668
C 2.789 -2.878 1.915 1.4 -0.6 -0.7 -0.317
C 4.244 -2.056 1.921 0.6 -0.4 0.7 -0.173
H -0.031 -1.545 7.954 -1.0 1.1 -2.4 0.091
H -0.381 0.242 7.122 1.0 -2.3 -0.3 0.074
H -0.542 -2.681 5.618 1.2 2.8 -0.5 0.052
H -1.765 0.843 3.587 1.4 -1.5 0.6 0.138
H -2.196 -0.682 4.483 1.7 0.5 -2.2 0.131
H -1.321 0.100 1.340 0.4 -2.4 1.7 0.143
H -3.908 -1.053 2.682 1.7 -0.1 -2.1 0.109
H -3.438 -1.744 0.897 0.6 1.3 1.8 0.086
H -3.034 0.949 0.164 -1.5 -0.8 1.7 0.116
H -5.205 0.672 2.354 0.5 0.1 -0.6 0.034
H -1.828 -4.544 -0.443 0.4 0.6 1.2 0.086
H 0.713 0.781 2.241 1.1 -2.2 0.2 0.160
H 2.375 -0.087 2.539 -2.1 -0.7 -0.6 0.140
H 3.206 -0.403 -0.517 -1.2 1.8 1.5 0.137
H 3.159 1.025 0.839 -1.2 -1.5 -1.1 0.141
H 1.435 2.357 -0.683 1.1 -1.8 -0.8 0.076
H 3.128 2.013 -1.436 -2.2 -1.1 0.9 0.127
H 2.342 0.880 -3.320 -1.9 -0.4 1.8 0.079
H 1.280 -0.352 -2.321 0.2 2.3 -0.3 0.041
H 0.601 1.429 -2.839 1.5 -1.6 0.6 0.083
H 2.496 -1.834 3.903 -1.9 -1.4 -1.5 0.129
H 2.324 -2.764 0.849 0.6 -0.1 2.2 0.070
H 3.113 -4.026 1.998 -1.1 2.7 0.0 0.056
H 4.360 -1.363 2.878 -0.4 -1.2 -2.1 0.090
H 5.133 -2.848 2.011 -2.1 1.9 0.0 0.040
H 4.441 -1.468 0.930 -0.5 -1.0 2.1 0.063
Cl -3.762 7.475 3.052 0.0 0.0 0.0 0.555
C -2.546 6.805 4.168 0.2 -0.1 0.2 -0.654
C -2.486 5.288 4.108 0.3 0.1 0.0 -0.684
Cl -3.952 4.529 4.777 0.0 0.0 0.0 0.534
H -2.779 7.160 5.176 0.0 -0.1 -0.2 0.073
H -1.581 7.228 3.873 -0.1 -0.1 0.0 0.066
H -1.642 4.925 4.703 -0.2 0.1 -0.1 0.040
H -2.356 4.929 3.082 -0.1 0.1 0.2 0.049
Cl 1.401 1.033 -6.321 0.1 0.0 0.0 0.549
C -0.288 0.477 -6.418 0.0 -0.2 0.2 -0.697
C -0.578 -0.653 -5.445 -0.2 0.4 0.1 -0.652
Cl 0.256 -2.161 -5.897 0.1 -0.1 0.1 0.546
H -0.489 0.181 -7.452 0.4 0.2 0.9 -0.075
H -0.919 1.341 -6.183 0.1 -0.2 0.0 0.080
H -1.650 -0.874 -5.439 0.1 0.1 -0.1 0.076
H -0.280 -0.394 -4.424 0.1 -0.1 -0.2 0.028
Cl -0.030 4.639 0.602 0.0 -0.2 0.0 0.522
C -0.368 6.382 0.469 -0.1 0.5 0.0 -0.653
C -1.775 6.658 -0.036 0.0 0.1 0.2 -0.681
Cl -1.983 6.184 -1.741 0.0 -0.1 0.0 0.545
H 0.389 6.826 -0.186 -0.2 -0.2 0.1 0.074
H -0.243 6.806 1.470 -0.1 -0.1 -0.1 0.065
H -1.989 7.729 0.022 0.1 -0.2 0.0 0.075
H -2.528 6.129 0.557 0.2 0.1 -0.2 0.043
Cl -3.814 -2.563 -9.993 0.0 0.1 0.0 0.541
C -2.074 -2.426 -10.349 0.3 0.0 -0.1 -0.658
C -1.310 -1.741 -9.227 0.1 -0.5 -0.1 -0.636
Cl -1.722 -0.013 -9.091 -0.7 -0.1 -0.9 0.627
H -1.962 -1.892 -11.298 -0.1 0.0 0.3 0.072
H -1.698 -3.445 -10.486 0.0 0.2 0.1 0.075
H -0.235 -1.796 -9.422 -0.2 0.0 0.0 0.084
H -1.505 -2.214 -8.259 0.0 0.1 -0.2 0.047
Cl 4.860 -4.337 0.174 0.1 -0.5 -0.6 0.653
C 3.836 -5.565 -0.613 0.0 -0.3 -0.2 -0.619
C 3.676 -5.310 -2.103 0.2 -0.3 0.1 -0.650
Cl 2.703 -3.854 -2.435 -0.1 0.1 0.1 0.527
H 2.870 -5.580 -0.100 0.2 0.1 -0.1 0.067
H 4.322 -6.532 -0.451 -0.1 0.2 -0.1 0.079
H 3.156 -6.151 -2.570 0.1 0.1 0.2 0.077
H 4.645 -5.190 -2.598 -0.2 0.1 0.2 0.075
```
Forces are in eV/Å.

Computed properties:
E_LUMO: -5.08 eV
Orbital gap: 6.7765 eV
HOMO: -0.43572 Eh
Charge: +1

Number 1: maximum force 0.16 eV Å⁻¹. Number 2: maximum force 12.09 eV Å⁻¹.